Computed, not measured: C38H27Cl3F5FeN12O3S as an isolated structure at a distorted geometry, with the ωB97M-V functional and the def2-TZVPD basis.

Structure (XYZ):
```
90
C38H27Cl3F5FeN12O3S, DFT the ωB97M-V functional and the def2-TZVPD basis
Fe 1.79645 -0.58961 -0.58805
N 5.29623 0.39169 -0.03546
C 5.09095 -0.87002 -0.55760
N 6.11466 -1.72272 -0.73671
N 5.48226 -2.85780 -1.17311
N 4.24536 -2.61011 -1.40052
N 3.91484 -1.42206 -0.93836
C 4.41769 1.43986 -0.02531
N 4.73279 2.70705 0.25180
N 3.62301 3.35851 0.12710
N 2.64912 2.58420 -0.23131
N 3.10868 1.30252 -0.29215
H 6.30822 0.57714 0.10557
N 0.75363 -2.25985 -0.62897
C 0.16915 -3.38926 -0.79245
C -1.37015 -3.48836 -0.81528
C -2.11336 -4.42920 -0.14482
C -3.50989 -4.35485 -0.08679
C -4.14901 -3.31293 -0.63115
C -3.48224 -2.36766 -1.33326
C -2.10268 -2.40970 -1.35871
C 0.87967 -4.72461 -0.60621
C 2.05383 -4.76247 0.11952
C 2.74578 -5.94842 0.30927
C 2.21921 -7.11396 -0.20789
C 1.11380 -7.11921 -0.96017
C 0.39099 -5.93559 -1.16759
H -1.61624 -5.23252 0.40354
H -4.00710 -5.10803 0.52663
H -5.24074 -3.21824 -0.48584
H -4.08214 -1.60660 -1.77761
H -1.49470 -1.63480 -1.73152
H 2.44808 -3.92196 0.66546
H 3.57231 -5.97957 1.01503
H 2.68779 -8.11166 0.03685
H 0.70699 -8.10883 -1.31463
H -0.51193 -5.86105 -1.77913
Cl -6.11789 0.27964 -2.11472
C -4.97377 1.34569 -1.31297
C -3.75283 1.67913 -1.90126
C -2.89092 2.46200 -1.15958
C -3.38278 3.11584 0.03852
C -2.38273 4.03047 0.64687
C -1.69595 3.37232 1.84325
N -1.16624 2.09057 1.40504
C -1.75574 0.84309 1.56136
C -0.94189 0.06157 0.82202
N 0.12631 0.72891 0.33611
C -0.08954 1.98125 0.61381
O -1.47426 4.38013 -0.42852
C -0.55766 5.39023 -0.06688
C 0.30686 5.57901 -1.27204
C 0.81343 6.76129 -1.75729
Cl 0.41765 8.29714 -1.15624
S 1.82049 6.55726 -3.18420
C 1.51252 4.81064 -3.05771
C 0.71015 4.47618 -2.07403
C -4.65155 2.83951 0.47070
Cl -5.31305 3.50879 1.95411
C -5.42311 1.90325 -0.11062
H -3.38667 1.24841 -2.79661
H -1.87436 2.62539 -1.42278
H -2.89088 5.05124 0.85440
H -2.37379 3.13443 2.69206
H -0.87295 3.99709 2.25012
H -2.79589 0.76383 1.96162
H -1.09625 -1.02152 0.60583
H 0.64829 2.69398 0.29638
H -0.06186 5.02404 0.76062
H -1.00159 6.41320 0.16802
H 2.15776 4.13661 -3.67487
H 0.50265 3.40932 -2.02116
H -6.24135 1.50519 0.41009
F -0.81256 -0.75141 6.03094
C -0.09412 -0.79800 4.88766
C 0.08872 -2.00313 4.24058
F -0.36858 -3.09333 4.90709
C 0.75796 -1.99351 2.97609
F 0.78676 -3.20025 2.32067
C 1.44184 -0.92291 2.44229
O 2.28025 -1.08055 1.48086
C 1.23473 0.25060 3.22777
F 1.71473 1.39285 2.74834
C 0.39461 0.35964 4.32200
F 0.07330 1.54670 4.92954
C 1.98860 0.61851 -3.33737
O 1.37783 -0.08513 -2.28029
H 2.44066 1.57095 -2.98650
H 1.17984 0.75269 -4.03018
H 2.82354 0.07195 -3.81911
```

Computed properties:
⟨S²⟩: 8.7647
Energy relative to the best compared isomer or geometry (same formula, charge and spin) in kJ/mol: 52.3
2S+1: 6
HOMO energy (spin up / spin down) in eV: -2.3 / -2.3
Molar mass in g mol⁻¹: 988.98
Total charge: -2

Computed, not measured: C38H28Cl2N2O3PdTe as an isolated structure, with the ωB97M-V functional and the def2-TZVPD basis.

Structure (XYZ):
```
75
C38H28Cl2N2O3PdTe, DFT the ωB97M-V functional and the def2-TZVPD basis
Pd 1.00740 1.16108 0.16867
C 1.47475 -4.89676 1.37317
C 1.45653 -3.51635 0.78206
C 2.61024 -2.74802 0.70279
C 2.59973 -1.46450 0.15509
C 3.66192 -0.46601 0.34973
O 3.37370 0.72860 0.42840
C 5.09406 -0.86568 0.50465
C 5.54503 -1.49734 1.65882
C 6.89228 -1.80088 1.79747
C 7.78305 -1.48457 0.78555
C 7.33167 -0.85425 -0.36572
C 5.99039 -0.53633 -0.50541
C 1.43074 -0.99834 -0.48440
O 1.46714 -0.01249 -1.36577
C 0.21806 -1.67070 -0.18889
C 0.25328 -2.93396 0.38285
C -0.99981 -0.88034 -0.38300
N -0.90750 0.39193 -0.16441
C -1.95982 1.33224 -0.53405
C -1.44265 2.25427 -1.62391
Te -3.01771 3.38872 -2.50336
C -3.97692 1.67981 -3.28474
C -3.48864 1.07346 -4.43914
C -4.09422 -0.06571 -4.94629
C -5.20415 -0.60243 -4.31300
C -5.70172 -0.00200 -3.16806
C -5.08740 1.12968 -2.65177
C -2.23944 -1.59157 -0.77061
C -3.38170 -1.53437 0.02135
C -4.50260 -2.26919 -0.32555
C -4.49228 -3.05276 -1.46843
C -3.35719 -3.10826 -2.26384
C -2.22664 -2.39145 -1.90947
H 2.49407 -5.22819 1.56852
H 1.01705 -5.61935 0.69570
H 0.92426 -4.94144 2.31492
H 3.53048 -3.14086 1.11122
H 4.85358 -1.72909 2.45786
H 7.24517 -2.27862 2.70224
H 8.83319 -1.72133 0.89551
H 8.02714 -0.60176 -1.15447
H 5.63388 -0.02836 -1.39113
H -0.67903 -3.46189 0.55511
H -2.22031 1.90953 0.35717
H -2.84754 0.79998 -0.87671
H -0.96071 1.68188 -2.41793
H -0.71668 2.97306 -1.24120
H -2.63119 1.49868 -4.94591
H -3.70322 -0.52666 -5.84430
H -5.68261 -1.48724 -4.71277
H -6.56842 -0.41684 -2.66943
H -5.47471 1.59361 -1.75322
H -3.38632 -0.92683 0.91770
H -5.38553 -2.22913 0.29775
H -5.37165 -3.62104 -1.74025
H -3.34835 -3.71539 -3.15908
H -1.33084 -2.44444 -2.51446
Cl 0.76276 6.46292 -0.12086
C 0.56975 5.40336 1.23428
C 0.28307 5.95751 2.48310
C 0.11028 5.17122 3.59205
Cl -0.23660 5.90470 5.13079
C 0.20949 3.76608 3.48920
C 0.04292 2.86488 4.56253
C 0.15209 1.51782 4.35082
C 0.42345 1.05168 3.05550
N 0.59069 1.87395 2.04393
C 0.49672 3.22000 2.21612
C 0.70681 4.02237 1.02609
O 0.96798 3.45968 -0.07874
H 0.20021 7.03219 2.56721
H -0.17162 3.25609 5.54732
H 0.02839 0.80951 5.15605
H 0.50232 -0.00771 2.84101
```

Computed properties:
HOMO energy (spin up / spin down) in eV: -7.0 / -7.0
Molar mass in g mol⁻¹: 865.58
Total charge: 0

Computed, not measured: C38H28Cl2N5O3OsP as an isolated structure, with the ωB97M-V functional and the def2-TZVPD basis.

Structure (XYZ):
```
78
C38H28Cl2N5O3OsP, DFT the ωB97M-V functional and the def2-TZVPD basis
Os -0.08174 0.13131 1.15846
Cl 0.97003 3.43341 7.18234
C 0.21019 2.82413 5.74846
C 0.82906 1.80243 5.05126
C 0.25274 1.30038 3.89718
N 0.85160 0.29519 3.08031
C 1.37302 -0.72964 3.78653
O 1.28365 -0.96840 4.98029
C 2.39400 -1.57032 3.03527
C 3.50820 -2.02018 3.73119
C 4.54807 -2.60465 3.03885
C 4.47521 -2.73836 1.65590
C 3.32941 -2.32886 1.02201
N 2.31891 -1.77998 1.72023
C -0.94283 1.82307 3.42664
C -1.57768 2.84118 4.13495
C -0.99852 3.33289 5.29103
Cl -1.81555 4.59666 6.15023
N -1.32411 1.34147 2.17206
C -2.29512 2.00616 1.45354
O -3.31825 2.48409 1.88958
C -1.80875 2.32423 0.06018
C -2.61334 2.96632 -0.85802
C -2.02797 3.37410 -2.04661
C -0.68401 3.12289 -2.26739
C 0.03763 2.41530 -1.31514
N -0.52275 2.03526 -0.16615
H 1.76207 1.40647 5.42124
H 3.52200 -1.86607 4.79932
H 5.42574 -2.94759 3.57087
H 5.27968 -3.16862 1.07881
H 3.15852 -2.42378 -0.03986
H -2.52043 3.24428 3.80260
H -3.64724 3.16210 -0.61450
H -2.61482 3.88859 -2.79658
H -0.19806 3.44190 -3.17837
H 1.53098 0.97204 -1.18782
N -1.44764 -0.52186 -0.06628
P -1.64170 -0.62129 -1.66607
C 1.50134 2.02984 -1.49210
C 2.34632 2.82528 -0.53763
C 3.32457 3.66095 -0.96037
C 3.64662 3.78596 -2.33185
C 2.96162 2.99174 -3.28078
C 1.96771 2.14881 -2.91026
C -3.31967 -1.29794 -1.91498
C -4.28774 -1.09038 -0.93442
C -5.59704 -1.50102 -1.13804
C -5.95811 -2.11740 -2.32912
C -5.00108 -2.32202 -3.31292
C -3.69127 -1.91414 -3.10718
C -0.58741 -1.91799 -2.41965
C -0.84557 -3.28211 -2.27371
C -0.01882 -4.22591 -2.85933
C 1.07876 -3.81711 -3.60946
C 1.33668 -2.46614 -3.77751
C 0.50266 -1.52400 -3.18751
H 2.10991 2.73244 0.51551
H 3.88008 4.23925 -0.23240
H 4.42580 4.46343 -2.64998
H 3.24816 3.05076 -4.32394
H 1.46486 1.54273 -3.65501
H -4.00002 -0.61763 -0.00364
H -6.33665 -1.34049 -0.36388
H -6.97972 -2.43778 -2.48828
H -5.27506 -2.80479 -4.24272
H -2.95324 -2.08030 -3.88529
H -1.71511 -3.60662 -1.71328
H -0.23331 -5.28054 -2.74120
H 1.72187 -4.55388 -4.07398
H 2.18125 -2.14278 -4.37278
H 0.71053 -0.46828 -3.31038
C 0.39905 -2.91598 0.75311
C 1.04432 -1.56489 0.92134
O 1.28742 -0.72171 -0.07188
H 1.05311 -3.63935 0.25575
H -0.51052 -2.79363 0.18301
H 0.13752 -3.30261 1.74018
```

Computed properties:
⟨S²⟩: 6.0678
2S+1: 5
HOMO energy (spin up / spin down) in eV: -7.1 / -7.6
Molar mass in g mol⁻¹: 894.78
Total charge: 0

| no. | total energy (eV) |
| --- | --- |
| 1 | -160242.8061 |
| 2 | -84800.1876 |
| 3 | -90252.1878 |